Record 1
Formula: C4H6S2
Source: the OMol25 dataset
Level of theory: ωB97M-V/def2-TZVPD

Positions of all 12 atoms, in Å:
C (-2.06390, 0.49491, -0.76510)
C (-1.02974, 0.42921, 0.07471)
C (-0.16215, -0.70774, 0.40950)
S (1.19753, -0.91779, -0.69846)
C (2.48231, -0.16857, 0.17127)
S (3.92822, 0.31654, -0.40389)
H (-2.62962, -0.33323, -1.11728)
H (-2.46359, 1.48185, -0.91865)
H (-0.67517, 1.42801, 0.27758)
H (-0.85092, -1.56645, 0.30238)
H (0.11078, -0.65687, 1.47956)
H (2.15623, 0.20012, 1.18838)

As for the total energy: -952.32237 Eh. Its lowest unoccupied orbital energy is -0.23 eV. Its SMILES is C=CCSC=S. The largest force on an atom is 2.6 eV Å⁻¹. The spin multiplicity is 1.


Record 2
Formula: C4H6S2
Source: the OMol25 dataset
Level of theory: ωB97M-V/def2-TZVPD

Positions of all 12 atoms, in Å:
C (-0.43775, -0.70423, 0.50951)
C (-0.47709, 0.71061, 0.04642)
C (1.05468, 0.83594, -0.48968)
C (0.92951, -0.63750, -0.10483)
H (-2.65022, -0.83453, 0.35146)
H (-0.46526, -0.94575, 1.48689)
H (-0.62328, 1.48961, 0.99241)
H (-1.28510, 0.93603, -0.64987)
H (1.90980, 1.53057, 0.10413)
H (1.58830, 0.87506, -1.78588)
S (-1.81514, -1.56828, -0.37533)
S (2.27153, -1.68753, -0.08524)

As for the total energy: -952.22146 Eh. Its lowest unoccupied orbital energy is -1.00 eV. The largest force on an atom is 6.9 eV Å⁻¹. The spin multiplicity is 1.


Record 3
Formula: C4H6Si2
Source: the OMol25 dataset
Level of theory: ωB97M-V/def2-TZVPD

Positions of all 12 atoms, in Å:
C (2.09358, 0.31007, 0.19510)
C (-0.68571, 3.11603, 2.53043)
C (0.95696, 0.35103, 0.61580)
C (-0.65083, 2.34303, 1.59320)
Si (-0.66271, -2.14356, -1.71219)
Si (-0.88792, 0.79531, 0.64227)
H (3.12444, 0.09164, -0.14498)
H (-0.48492, 3.61540, 3.39497)
H (-1.00988, -1.08932, -2.82996)
H (0.65690, -1.88779, -1.29181)
H (-0.63856, -3.50054, -2.18507)
H (-1.81135, -2.00131, -0.80777)

As for the total energy: -734.76814 Eh. Its lowest unoccupied orbital energy is -1.15 eV. The largest force on an atom is 2.7 eV Å⁻¹. The spin multiplicity is 1.


What is the lowest unoccupied orbital energy in the first record? -0.23 eV